ORCA calculation (ωB97M-V with the def2-TZVPD basis set) on the molecule C6H9NO2.

Geometry as XYZ:
```
18
Properties=species:S:1:pos:R:3:forces:R:3:lowdin_charge:R:1
C -1.10883 -0.01650 -0.55513 -0.62 -0.86 0.84 -0.49
C -0.04040 -1.85922 0.91938 -1.60 0.14 0.61 -0.17
C 1.26093 -1.19378 0.30804 -1.55 -2.71 -0.80 -0.19
C -1.11269 -0.79726 0.77763 0.75 2.08 1.19 0.02
C 0.51096 0.89944 0.76607 -2.92 -0.23 0.51 -0.14
C -0.12916 2.04226 -1.42786 2.34 1.16 2.31 -0.01
N -0.23821 1.02546 -0.39384 -0.07 -0.88 -1.64 -0.11
O -1.71765 -0.29310 -1.56681 0.13 0.23 0.13 0.08
O 1.51063 0.04186 0.87309 1.16 -0.02 -0.18 -0.02
H -0.40727 -2.90716 0.60655 1.19 1.58 -0.58 0.14
H 0.07737 -2.03743 1.98656 0.25 0.25 0.29 0.10
H 2.08147 -1.81292 0.55625 1.05 -0.49 0.07 0.11
H 1.07643 -1.28494 -0.79368 0.52 0.97 0.63 0.14
H -1.91535 -0.57055 1.59194 1.57 -0.56 -1.80 0.13
H 0.62543 1.86437 1.23902 0.51 -0.22 0.67 0.14
H 0.51993 1.85416 -2.30104 0.24 0.02 0.77 0.10
H -1.08483 2.04551 -1.76823 -2.86 0.72 -1.45 0.04
H 0.09121 2.99981 -0.81794 -0.09 -1.18 -1.58 0.13
```
Positions in Å, forces in eV/Å.

Output
E_tot: -439.12354 Ha
Highest occupied orbital energy (spin up / spin down): -7.7 / -7.9 eV
Gap between HOMO and LUMO (spin up / spin down): 8.29 / 8.55 eV
Energy relative to the best compared isomer or geometry (same formula, charge and spin): 95.9 kcal/mol
Spin multiplicity: 1